(1)
3 unconnected molecules or ions with the total composition C27H27BBrClN3O9 at a distorted geometry. Source: OMol25; level of theory: wB97M-V/def2-TZVPD.

Element x y z (Å)
C1 0.0091 -2.8014 1.8963
C2 0.4903 -1.4000 2.3132
C3 1.3519 -1.4603 3.5693
C4 2.8259 -1.8526 3.3922
O1 3.4799 -1.3698 4.5614
B1 4.8756 -1.0756 4.2545
Cl1 5.2575 0.7240 4.8183
O2 4.9104 -1.1492 2.7624
C5 3.6483 -1.1806 2.2826
C6 3.7719 -1.7559 0.8476
C7 3.4063 -3.1887 0.6473
O3 3.7127 -4.1353 1.2670
Br1 2.3439 -3.4765 -1.0345
O4 3.1297 0.2183 2.1305
C8 3.9172 1.0045 1.4870
N1 4.6316 1.6946 0.9029
O5 -0.6358 -0.5689 2.5700
C9 -1.2126 -0.0365 1.3839
C10 -0.3970 1.0722 0.7798
C11 -0.3931 2.3369 1.3546
C12 0.3976 3.3381 0.8181
C13 1.1830 3.0946 -0.2950
C14 1.1610 1.8453 -0.8943
C15 0.3713 0.8430 -0.3549
H1 -0.9964 -2.9582 2.2829
H2 0.6897 -3.5701 2.2582
H3 -0.0291 -2.8900 0.8136
H4 1.0809 -0.9924 1.4936
H5 0.8973 -2.2050 4.2263
H6 1.3188 -0.5141 4.1003
H7 2.9790 -2.9307 3.4367
H8 5.6864 -1.8161 4.7627
H9 4.8340 -1.6905 0.6095
H10 3.2392 -1.1564 0.1163
H11 -1.3973 -0.8142 0.6414
H12 -2.1831 0.3652 1.6747
H13 -1.0130 2.5233 2.2206
H14 0.3947 4.3046 1.3008
H15 1.8161 3.8762 -0.6888
H16 1.7721 1.6594 -1.7652
H17 0.3537 -0.1407 -0.8102
C16 -2.0765 5.3443 -5.0491
C17 -2.9681 4.7965 -4.1365
C18 -2.7117 4.8798 -2.7774
C19 -1.5599 5.5178 -2.3603
C20 -0.6549 6.0647 -3.2492
C21 -0.9210 5.9741 -4.6059
N2 -1.2871 5.6187 -0.9159
O6 -2.0855 5.1112 -0.1584
O7 -0.2785 6.2019 -0.5752
H18 -2.2815 5.2779 -6.1094
H19 -3.8647 4.3008 -4.4822
H20 -3.3908 4.4537 -2.0548
H21 0.2395 6.5486 -2.8875
H22 -0.2240 6.3952 -5.3173
C22 -3.4978 -6.0419 -1.4606
C23 -3.4053 -5.2087 -0.3538
C24 -3.3078 -3.8370 -0.5224
C25 -3.3072 -3.3279 -1.8072
C26 -3.3917 -4.1372 -2.9238
C27 -3.4881 -5.5073 -2.7424
N3 -3.2088 -1.8681 -1.9884
O8 -3.1146 -1.1937 -0.9854
O9 -3.2157 -1.4361 -3.1228
H23 -3.5751 -7.1123 -1.3238
H24 -3.4066 -5.6258 0.6435
H25 -3.2287 -3.1762 0.3278
H26 -3.3804 -3.7054 -3.9129
H27 -3.5544 -6.1580 -3.6033

Its spin multiplicity is 1. Its relative energy (zero: lowest compared OMol25 entry of this formula, charge and spin) is 0.00 kcal per mole. As for the molecular weight: 663.69 g mol⁻¹. As for the total charge: -1. The total energy is -134574.7854 eV. As for the gap between HOMO and LUMO: 0.241 Eh. Its highest occupied orbital energy is -5.63 eV. The calculation puts the lowest unoccupied orbital energy at 0.9 eV.

Charges obtained by natural (NBO) population analysis, quoted in units of e:
1. C -0.66
2. C 0.10
3. C -0.42
4. C 0.06
5. O -0.72
6. B 0.63
7. Cl -0.39
8. O -0.70
9. C 0.54
10. C -0.60
11. C 0.61
12. O -0.48
13. Br -0.16
14. O -0.53
15. C 0.58
16. N -0.46
17. O -0.53
18. C -0.08
19. C -0.07
20. C -0.19
21. C -0.21
22. C -0.22
23. C -0.23
24. C -0.17
25. H 0.21
26. H 0.21
27. H 0.21
28. H 0.17
29. H 0.20
30. H 0.25
31. H 0.19
32. H -0.13
33. H 0.30
34. H 0.25
35. H 0.17
36. H 0.19
37. H 0.21
38. H 0.22
39. H 0.22
40. H 0.21
41. H 0.20
42. C -0.19
43. C -0.21
44. C -0.21
45. C 0.10
46. C -0.21
47. C -0.21
48. N 0.52
49. O -0.37
50. O -0.38
51. H 0.21
52. H 0.22
53. H 0.25
54. H 0.25
55. H 0.22
56. C -0.18
57. C -0.20
58. C -0.21
59. C 0.09
60. C -0.21
61. C -0.21
62. N 0.52
63. O -0.37
64. O -0.38
65. H 0.22
66. H 0.22
67. H 0.26
68. H 0.25
69. H 0.22


(2)
A molecular structure, C27H27CaSi at a distorted geometry. Source: OMol25; level of theory: wB97M-V/def2-TZVPD.

Element x y z (Å)
Ca1 0.8010 0.8772 -0.5072
C1 2.3126 1.7588 -4.2246
C2 2.5295 2.2125 -2.8041
C3 1.7958 3.2782 -2.2773
C4 2.0414 3.7661 -0.9920
C5 1.2982 4.9671 -0.4676
C6 3.0292 3.1489 -0.2215
C7 3.7794 2.0805 -0.7169
C8 4.9014 1.4884 0.0949
C9 3.5056 1.6139 -2.0049
H1 1.5268 1.0026 -4.2879
H2 3.2233 1.3274 -4.6356
H3 2.0157 2.5960 -4.8538
H4 1.0712 3.7842 -2.9061
H5 0.4066 4.6729 0.0906
H6 0.9806 5.6134 -1.2836
H7 1.9297 5.5472 0.2029
H8 3.2665 3.5528 0.7567
H9 4.5515 0.6661 0.7228
H10 5.3398 2.2396 0.7493
H11 5.6843 1.0999 -0.5538
H12 4.1150 0.8184 -2.4195
C10 0.8853 -2.2906 4.5169
C11 0.8174 -3.1762 3.4513
C12 0.2381 -2.7811 2.2527
C13 -0.2806 -1.4942 2.0992
C14 -0.1989 -0.6134 3.1830
C15 0.3743 -1.0057 4.3824
Si1 -1.0305 -0.8960 0.4676
C16 -1.2811 -2.3811 -0.6859
C17 -0.5505 -2.5229 -1.8654
C18 -0.7435 -3.6019 -2.7160
C19 -1.6830 -4.5693 -2.3947
C20 -2.4226 -4.4490 -1.2253
C21 -2.2238 -3.3669 -0.3822
C22 -2.7445 -0.1726 0.8282
C23 -3.3511 0.6868 -0.0900
C24 -4.6271 1.1843 0.1237
C25 -5.3199 0.8373 1.2755
C26 -4.7325 -0.0116 2.2026
C27 -3.4566 -0.5102 1.9807
H13 1.3294 -2.6008 5.4536
H14 1.2092 -4.1801 3.5564
H15 0.1765 -3.4785 1.4243
H16 -0.6204 0.3847 3.0854
H17 0.4152 -0.3167 5.2169
H18 0.1885 -1.7655 -2.1269
H19 -0.1658 -3.6890 -3.6280
H20 -1.8402 -5.4125 -3.0539
H21 -3.1593 -5.2013 -0.9733
H22 -2.8150 -3.2792 0.5233
H23 -2.8187 0.9471 -1.0025
H24 -5.0862 1.8405 -0.6054
H25 -6.3127 1.2299 1.4506
H26 -5.2703 -0.2857 3.1015
H27 -3.0043 -1.1707 2.7129

Its spin multiplicity is 1. As for the molecular weight: 419.68 g mol⁻¹. As for the total charge: +1. The total energy is -54748.2139 eV. As for the gap between HOMO and LUMO: 0.238 Eh. Its highest occupied orbital energy is -10.18 eV. The calculation puts the lowest unoccupied orbital energy at -3.7 eV.

Charges obtained by natural (NBO) population analysis, quoted in units of e:
1. Ca 1.60
2. C -0.65
3. C -0.01
4. C -0.26
5. C -0.02
6. C -0.64
7. C -0.28
8. C 0.00
9. C -0.65
10. C -0.29
11. H 0.23
12. H 0.24
13. H 0.24
14. H 0.23
15. H 0.23
16. H 0.24
17. H 0.24
18. H 0.24
19. H 0.23
20. H 0.24
21. H 0.24
22. H 0.24
23. C -0.21
24. C -0.19
25. C -0.25
26. C -0.39
27. C -0.26
28. C -0.21
29. Si 0.61
30. C -0.37
31. C -0.24
32. C -0.21
33. C -0.20
34. C -0.20
35. C -0.22
36. C -0.48
37. C -0.20
38. C -0.21
39. C -0.20
40. C -0.22
41. C -0.14
42. H 0.22
43. H 0.22
44. H 0.22
45. H 0.20
46. H 0.22
47. H 0.16
48. H 0.21
49. H 0.22
50. H 0.22
51. H 0.22
52. H 0.19
53. H 0.22
54. H 0.22
55. H 0.22
56. H 0.20